9 unconnected molecules or ions with the total composition C36H90O18, computed with wB97M-V/def2-TZVPD.

Last column: Mulliken charge in e.
Positions of all 144 atoms, in Å:
C  3.4481  0.0482  -10.9577  -0.61
O  2.9557  -1.2147  -10.9227  -0.37
C  1.5094  -1.2646  -10.7080  -0.69
C  1.1275  -1.5976  -9.2546  -0.37
O  1.8188  -0.9257  -8.1495  -0.30
C  1.3876  -1.3310  -6.8464  -0.76
H  2.9102  0.5879  -10.1784  0.31
H  3.4082  0.5453  -11.9270  0.25
H  4.5071  -0.0111  -10.7064  0.21
H  1.0298  -1.8735  -11.4743  0.42
H  0.9711  -0.3547  -10.9735  0.34
H  1.3758  -2.6579  -9.2077  0.29
H  0.0705  -1.6534  -8.9942  0.44
H  2.1930  -1.1106  -6.1457  0.24
H  1.0916  -2.3691  -6.6954  0.32
H  0.5988  -0.6456  -6.5363  0.30
C  -3.5494  2.1596  14.2075  -0.70
O  -3.8101  1.6029  12.9092  -0.30
C  -2.8729  1.7896  11.8374  -0.45
C  -3.7481  1.7074  10.5436  -0.42
O  -3.1482  2.4042  9.4509  -0.34
C  -3.8117  2.0919  8.1982  -0.61
H  -3.3548  3.2319  14.2258  0.29
H  -2.5974  1.7026  14.4776  0.31
H  -4.3531  1.8609  14.8806  0.23
H  -2.1457  0.9806  11.7693  0.24
H  -2.3872  2.7566  11.9678  0.36
H  -4.6523  2.2648  10.7882  0.31
H  -3.9619  0.6419  10.4594  0.30
H  -3.7297  1.0065  8.1408  0.28
H  -3.3132  2.5025  7.3201  0.24
H  -4.8183  2.4844  8.3425  0.27
C  2.2695  -7.0316  -2.1552  -0.66
O  3.3497  -6.5335  -1.2726  -0.36
C  2.8954  -5.3595  -0.5123  -0.53
C  2.5766  -5.7833  0.9590  -0.48
O  1.5242  -6.7334  1.1495  -0.34
C  0.2368  -6.1881  1.0536  -0.75
H  2.2951  -6.3931  -3.0382  0.31
H  1.2500  -7.1293  -1.7821  0.24
H  2.6074  -7.9557  -2.6241  0.27
H  2.0009  -4.8527  -0.8747  0.35
H  3.7299  -4.6596  -0.4694  0.38
H  2.3623  -4.9095  1.5744  0.36
H  3.5604  -6.1668  1.2294  0.32
H  -0.4920  -6.9734  1.2540  0.27
H  0.0166  -5.6690  0.1208  0.29
H  -0.0632  -5.4617  1.8089  0.32
C  2.9770  1.6957  -1.5537  -0.74
O  1.6682  1.3989  -1.0558  -0.27
C  1.5667  0.6403  0.1205  -0.40
C  0.0934  0.6480  0.6831  -0.53
O  -0.8336  0.5558  -0.4924  -0.29
C  -2.0455  -0.1275  -0.2516  -0.72
H  3.5771  0.7860  -1.5360  0.29
H  3.3306  2.4663  -0.8687  0.30
H  3.0737  2.0716  -2.5722  0.24
H  2.2358  0.9611  0.9189  0.35
H  1.8072  -0.3888  -0.1463  0.26
H  -0.1286  1.5647  1.2295  0.30
H  0.0158  -0.1800  1.3877  0.37
H  -2.5856  0.1995  0.6369  0.27
H  -1.6085  -1.1131  -0.0910  0.30
H  -2.9201  -0.0206  -0.8932  0.27
C  9.7003  2.3717  -8.7725  -0.81
O  9.4562  2.3513  -10.1579  -0.25
C  10.6314  2.8760  -10.8399  -0.55
C  10.1691  3.1761  -12.2775  -0.53
O  9.8086  1.9473  -13.0038  -0.32
C  9.2316  2.0746  -14.2924  -0.71
H  8.9488  1.9826  -8.0855  0.27
H  9.8441  3.4314  -8.5613  0.32
H  10.6977  2.0156  -8.5148  0.32
H  11.3886  2.0925  -10.8136  0.33
H  11.0898  3.7168  -10.3194  0.44
H  10.8971  3.8070  -12.7873  0.38
H  9.2121  3.6971  -12.2468  0.30
H  9.5898  2.9242  -14.8738  0.31
H  8.1677  2.0463  -14.0569  0.27
H  9.5496  1.1888  -14.8422  0.23
C  4.1748  8.7345  0.9722  -0.69
O  3.7020  8.1043  -0.1549  -0.29
C  2.2955  8.2846  -0.5373  -0.64
C  1.8667  7.4432  -1.7427  -0.33
O  2.6147  7.7852  -2.8860  -0.34
C  2.4973  6.8823  -4.0148  -0.68
H  4.0661  9.8189  0.9533  0.27
H  5.2397  8.5923  1.1560  0.23
H  3.5849  8.2511  1.7510  0.30
H  2.1063  9.3495  -0.6728  0.35
H  1.7062  8.0338  0.3447  0.40
H  0.7779  7.3944  -1.7557  0.35
H  2.0900  6.3954  -1.5420  0.26
H  3.4685  6.4540  -4.2627  0.26
H  2.0223  7.3324  -4.8865  0.26
H  1.8873  6.0238  -3.7338  0.30
C  -9.5070  -1.9241  3.9677  -0.66
O  -8.6678  -2.1376  5.1551  -0.35
C  -8.2338  -3.4690  5.1982  -0.52
C  -6.6759  -3.4690  4.8195  -0.56
O  -6.3196  -3.4325  3.4622  -0.31
C  -6.8739  -4.3952  2.6085  -0.67
H  -8.9100  -1.9470  3.0560  0.25
H  -10.1436  -1.0402  4.0057  0.30
H  -10.2506  -2.7175  3.8921  0.30
H  -8.9224  -4.1583  4.7096  0.41
H  -8.3268  -3.7633  6.2436  0.33
H  -6.2021  -4.3483  5.2559  0.38
H  -6.1914  -2.6870  5.4042  0.31
H  -6.4483  -4.2047  1.6232  0.21
H  -7.9586  -4.3250  2.5277  0.27
H  -6.5826  -5.3947  2.9311  0.31
C  -7.8336  3.3726  0.9519  -0.72
O  -8.8060  4.1790  0.3017  -0.35
C  -8.8282  3.9724  -1.0302  -0.56
C  -9.4862  2.6436  -1.5032  -0.47
O  -8.8618  1.4795  -0.9287  -0.26
C  -9.3340  0.2971  -1.5527  -0.84
H  -7.5403  3.7465  1.9329  0.31
H  -6.9002  3.1510  0.4343  0.32
H  -8.1727  2.3800  1.2483  0.24
H  -7.9119  4.0502  -1.6153  0.38
H  -9.5050  4.7587  -1.3645  0.31
H  -9.4966  2.7001  -2.5917  0.40
H  -10.5554  2.7259  -1.3078  0.34
H  -9.8171  0.2606  -2.5291  0.34
H  -10.1527  -0.0942  -0.9489  0.32
H  -8.5517  -0.4433  -1.3855  0.25
C  2.0174  -3.0040  7.9877  -0.83
O  2.7404  -4.1505  7.7647  -0.33
C  3.0814  -4.7128  9.0040  -0.44
C  4.3423  -5.5832  8.8202  -0.61
O  4.0761  -6.9268  8.6146  -0.40
C  3.6038  -7.0897  7.2615  -0.69
H  1.4441  -2.9868  8.9147  0.38
H  1.3142  -2.9579  7.1562  0.26
H  2.4996  -2.0902  7.6406  0.26
H  2.2639  -5.3578  9.3261  0.33
H  3.2049  -4.0174  9.8342  0.52
H  5.0177  -5.4742  9.6687  0.36
H  4.9655  -5.2023  8.0112  0.35
H  4.3829  -6.7614  6.5736  0.29
H  2.6489  -6.6065  7.0550  0.27
H  3.3890  -8.1419  7.0747  0.28

Structure (SMILES): COCCOC.COCCOC.COCCOC.COCCOC.COCCOC.COCCOC.COCCOC.COCCOC.COCCOC
E_tot: -75627.8075 eV
Total charge: 0
Lowest unoccupied orbital energy: 0.00752 Ha
Strongest force on any atom: 0.074 Eh/bohr

A molecular structure, C36H92BrN6O15V, computed with wB97M-V/def2-TZVPD.

Last column: Mulliken charge in e.
Positions of all 151 atoms, in Å:
O  -1.2628  4.9928  29.0511  0.22
V  -2.5910  5.3738  29.9058  0.59
O  -3.5095  4.1664  30.3710  -0.31
Br  -1.3493  5.5793  32.3648  -0.87
O  -5.8180  9.5098  29.5759  -0.92
C  -4.9575  9.0463  28.6105  -0.97
C  -3.7311  8.1757  29.1081  0.92
O  -3.9527  7.0363  29.9171  0.03
H  -4.5630  9.8930  28.0129  0.27
H  -5.4981  8.4892  27.8142  0.09
H  -3.0644  8.8756  29.6322  -0.25
H  -3.1740  7.7943  28.2343  -0.20
C  1.2009  7.5445  28.3736  -0.21
O  1.3487  8.0502  29.6700  -0.45
C  0.1881  8.6022  30.2342  0.01
C  0.4253  9.2598  31.5752  -0.04
N  1.0297  10.5870  31.5219  -0.21
C  1.2956  11.1395  32.8553  -0.56
C  1.5548  12.6325  32.9476  -0.63
O  2.6344  13.1212  32.1576  -0.35
C  3.8651  12.4418  32.2870  -0.61
H  2.1505  7.4976  27.8398  0.34
H  0.4112  8.0634  27.8224  0.40
H  0.8472  6.5058  28.4282  -0.38
H  -0.5993  7.8566  30.3675  -0.19
H  -0.3555  9.3509  29.6424  0.36
H  1.0473  8.6373  32.2365  0.34
H  -0.5144  9.2794  32.1322  -0.33
H  1.9013  10.4906  31.0129  0.27
H  2.0452  10.5425  33.3852  0.34
H  0.3035  11.0739  33.3138  0.32
H  1.6861  12.8727  34.0088  0.35
H  0.6867  13.1817  32.5859  0.33
H  4.6114  12.9074  31.6405  0.24
H  3.8170  11.3901  32.0016  0.23
H  4.2803  12.6247  33.2840  0.27
C  -3.6610  10.6333  32.3466  -0.78
O  -4.0781  9.3040  32.6417  -0.02
C  -3.4269  8.8255  33.8015  -0.16
C  -4.2168  7.6147  34.3008  -0.90
N  -4.5666  6.7503  33.1587  0.71
C  -5.5640  5.7910  33.6026  -1.07
C  -6.2261  5.2146  32.3426  0.83
O  -6.6545  6.1948  31.4465  -0.35
C  -7.0976  5.6607  30.2066  -0.46
H  -3.8580  10.8902  31.3048  0.13
H  -2.5744  10.6836  32.4682  0.25
H  -4.2722  11.3388  32.9164  0.31
H  -3.4527  9.5627  34.6161  0.39
H  -2.3847  8.5939  33.5574  0.02
H  -5.1366  7.9543  34.7751  0.50
H  -3.5838  6.9889  34.9455  0.25
H  -3.7067  6.2416  32.9554  -0.67
H  -6.3670  6.3313  34.1139  0.47
H  -5.2694  4.9675  34.2690  0.27
H  -7.0710  4.5751  32.6502  0.02
H  -5.5070  4.5076  31.9082  -0.53
H  -6.2206  5.1956  29.7515  -0.13
H  -7.4681  6.5047  29.6266  0.34
H  -7.9605  4.9866  30.2921  0.33
C  3.9341  2.9691  34.8040  -0.76
O  3.1843  1.9237  34.2303  -0.32
C  3.8772  1.1349  33.2745  -0.48
C  3.0751  -0.1233  33.0346  -1.03
N  1.9337  0.2103  32.2145  0.12
C  0.9429  -0.8243  31.9121  -1.07
C  -0.1665  -0.1384  31.0842  -0.35
O  -0.7959  0.8472  31.8927  -0.50
C  -1.1964  1.9436  31.0830  0.40
H  4.2496  3.6414  33.9965  0.30
H  4.8807  2.5818  35.1994  0.30
H  3.2895  3.4766  35.5145  0.24
H  4.9006  0.9548  33.6315  0.52
H  4.0615  1.6985  32.3541  0.28
H  2.8480  -0.7429  33.9112  0.38
H  3.6852  -0.8040  32.4266  0.36
H  1.4011  0.9889  32.5912  0.19
H  0.5441  -1.2602  32.8349  0.41
H  1.4486  -1.5916  31.3208  0.39
H  -0.8922  -0.9055  30.7895  0.43
H  0.2890  0.1561  30.1358  0.19
H  -0.4369  2.6757  30.7967  -0.41
H  -1.9358  2.5364  31.6234  0.21
H  -1.7374  1.6880  30.1672  -0.12
C  -0.3892  5.5232  25.1582  -0.72
O  -0.6059  6.8351  24.6405  -0.14
C  -0.6249  6.8392  23.2330  -0.77
C  -0.8604  8.2526  22.7375  -0.72
N  0.2795  9.1238  22.9780  -0.36
C  -0.0002  10.5012  22.6382  -0.69
C  1.2043  11.4183  22.8661  -0.59
O  1.3813  11.4441  24.2719  -0.26
C  2.6059  12.0007  24.6647  -0.78
H  -0.3881  5.5230  26.2465  0.08
H  0.5710  5.1480  24.7921  0.37
H  -1.1394  4.7975  24.8293  0.28
H  -1.3890  6.1159  22.9272  0.41
H  0.3439  6.5170  22.8288  0.35
H  -1.8105  8.6346  23.1333  0.41
H  -1.0230  8.2013  21.6558  0.38
H  0.5602  9.0216  23.9456  0.25
H  -0.8466  10.8109  23.2675  0.38
H  -0.4001  10.6111  21.6267  0.41
H  0.9715  12.4167  22.4844  0.39
H  2.1272  10.9751  22.4802  0.35
H  3.4495  11.3785  24.3462  0.30
H  2.6822  12.2095  25.7294  0.25
H  2.7199  12.9722  24.1652  0.30
C  1.9832  4.2200  30.5667  -1.31
C  2.0922  3.2705  29.4111  1.90
C  2.7527  3.7884  28.1308  -0.50
O  2.8123  2.7574  27.1431  -0.47
C  1.5505  2.5454  26.4967  -0.10
N  2.8516  2.0914  29.8642  -0.51
H  1.1922  4.9391  30.3498  0.01
H  2.8700  4.8073  30.8111  0.49
H  1.6399  3.6721  31.4454  0.22
H  1.0725  3.0681  29.0581  -0.86
H  3.7529  4.1744  28.3466  0.44
H  2.2607  4.6919  27.7536  0.04
H  0.7153  2.3785  27.1768  0.06
H  1.6995  1.6717  25.8640  0.35
H  1.4213  3.4469  25.8944  -0.03
H  2.3112  1.5628  30.5442  0.01
H  3.0291  1.5738  29.0096  0.31
C  -8.5884  1.7181  31.4879  -1.36
C  -7.8684  1.1823  30.2507  0.38
C  -6.3798  1.1021  30.5574  -0.06
O  -5.6335  0.7407  29.4303  -0.42
C  -4.2314  0.7316  29.6237  -0.40
N  -8.5037  -0.0809  29.9112  -0.74
H  -8.4186  1.0371  32.3315  0.41
H  -9.6735  1.7345  31.3843  0.39
H  -8.2563  2.6898  31.8536  0.20
H  -8.0333  1.9467  29.4880  0.25
H  -6.1934  0.4029  31.3834  0.29
H  -6.1047  2.1168  30.8721  -0.03
H  -3.9165  1.7424  29.8953  -0.10
H  -3.6421  0.5456  28.7255  0.39
H  -3.9916  0.0018  30.4011  0.35
H  -7.9263  -0.5650  29.2294  0.30
H  -8.4859  -0.6902  30.7235  0.28
C  -2.5190  2.8434  27.2238  0.32
C  -3.8457  3.5490  27.2810  -0.39
O  -3.6146  4.9330  27.6467  -0.04
H  -2.5279  1.8575  26.7476  0.55
H  -2.0717  2.7483  28.2113  -0.48
H  -1.8530  3.4123  26.5723  -0.44
H  -4.5474  3.0390  27.9429  -0.18
H  -4.3483  3.5402  26.3099  0.63
H  -3.8837  5.4417  26.8782  0.09

E_tot: -174200.0676 eV
Total charge: -2
Lowest unoccupied orbital energy: 0.13600 Ha
Strongest force on any atom: 0.079 Eh/bohr

The records above give, respectively, HOMO-LUMO gap values of 9.64 3.72 eV.